(1)
{
  "formula": "C3H7NS2",
  "method": "ωB97M-V with the def2-TZVPD basis set",
  "symbols": ["S", "S", "N", "C", "C", "C", "H", "H", "H", "H", "H", "H", "H"],
  "xyz": [[-2.42217, -0.96837, 0.08853], [1.85128, -1.13770, -0.14047], [0.18861, -0.69718, -0.26567], [-0.69589, -1.50979, 0.03019], [2.55435, 0.47332, 0.18234], [-2.25285, 0.76258, -0.15882], [2.77363, 0.58062, 1.28571], [-3.23445, 1.23715, 0.00214], [-1.53802, 1.21818, 0.53096], [1.80290, 1.13838, -0.24032], [3.47739, 0.54887, -0.32555], [-1.95595, 0.92513, -1.21981], [-0.54883, -2.57119, 0.23079]],
  "lowdin_charge": [0.812, 0.799, -0.392, -0.605, -0.415, -0.470, 0.050, 0.038, 0.037, 0.028, 0.003, 0.047, 0.067],
  "gap_ha": 0.3320,
  "max_force_ev_per_a": 2.39,
  "smiles": "CS/C=N/SC",
  "charge": 0
}

(2)
{
  "formula": "C4H12O2",
  "method": "ωB97M-V with the def2-TZVPD basis set",
  "symbols": ["O", "O", "C", "C", "C", "C", "H", "H", "H", "H", "H", "H", "H", "H", "H", "H", "H", "H"],
  "xyz": [[3.33589, -0.06355, -0.38482], [-3.03100, -0.05873, 1.16229], [1.02896, 1.44864, 0.57774], [0.01923, -0.39083, -0.88604], [-1.15716, -1.28669, -1.07065], [0.02772, 0.42264, 0.21428], [1.47380, 1.00244, 1.50055], [-3.90543, 0.22591, 0.86160], [-0.69540, 0.42175, 1.00772], [-0.98147, -2.10596, -0.35599], [0.70714, -0.24504, -1.71050], [3.30154, -0.05485, 0.58400], [1.74595, 1.71772, -0.18862], [-3.10306, -0.95519, 1.51259], [0.53832, 2.33283, 0.95902], [2.47509, -0.14198, -0.75148], [-1.27079, -1.70241, -2.06801], [-2.08875, -0.74298, -0.83336]],
  "mulliken_spin": [0.005, 0.002, 0.005, 0.404, 0.017, 0.322, 0.072, 0.000, 0.030, 0.065, 0.012, -0.002, -0.001, 0.000, 0.023, 0.008, -0.001, 0.039],
  "gap_ha": [0.3898, 0.2459],
  "max_force_ev_per_a": 3.52,
  "charge": 1,
  "s2": 0.7522,
  "spin_multiplicity": 2
}

The following molecular weight values (in u) correspond, in order, to the records above: 121.230; 92.138.
The following energy above the lowest of the compared OMol25 structures with the same formula, charge and spin values (in kcal/mol) correspond, in order, to the records above: 26.0; 12.4.